Record 1
66
Properties=species:S:1:pos:R:3:forces:R:3 method="wB97M-V/def2-TZVPD" de_lowest_kcal_mol=77.5 smiles="CCOc1ccc(CC(=O)N2CCN(c3ccc(N4CCOCC4)nn3)CC2)cc1OCC" total_charge=0 orbital_gap_ev=8.064 spin_multiplicity=1
C -6.103864 -4.312271 0.620467 0.18 0.41 0.08
C -5.408103 -3.107131 1.235268 -0.06 -0.33 0.21
O -5.354251 -2.101612 0.245777 0.03 0.31 -0.20
C -4.727068 -0.914963 0.524251 -0.03 -0.06 -0.09
C -4.195648 -0.610590 1.770398 -0.07 -0.16 -0.01
C -3.601112 0.612893 2.027795 -0.04 0.11 -0.08
C -3.521351 1.574499 1.034533 -0.07 -0.18 0.12
C -4.031918 1.269143 -0.217566 -0.06 -0.23 0.08
C -4.627728 0.045808 -0.502937 0.09 0.10 0.06
O -5.113695 -0.053910 -1.772514 -0.07 0.21 0.35
C -5.304380 -1.306569 -2.404580 0.01 -0.58 -0.38
C -3.998838 -2.068921 -2.603241 -0.28 0.33 0.13
H -3.276573 -1.443912 -3.123667 0.08 0.02 -0.08
H -3.579440 -2.361535 -1.644102 0.06 -0.07 0.07
H -4.183872 -2.962977 -3.192495 0.00 -0.12 -0.06
H -5.732756 -1.038974 -3.375162 0.04 -0.07 0.13
H -6.024059 -1.919528 -1.855521 0.07 0.16 -0.16
H -3.986389 1.995565 -1.014027 0.01 0.09 -0.17
C -2.918330 2.928835 1.291540 -0.12 0.17 -0.12
C -1.991076 3.383878 0.172499 -0.12 -0.08 0.29
O -2.248743 4.360131 -0.507335 -0.25 0.33 -0.11
N -0.879224 2.642623 -0.047806 0.27 -0.09 -0.28
C -0.361231 1.577472 0.778881 0.27 -0.07 0.43
H -0.093856 0.733043 0.133480 -0.07 -0.01 0.08
C 0.906021 2.065579 1.497663 -0.21 -0.32 0.15
N 1.887041 2.535246 0.540736 -0.14 0.34 0.32
C 2.823915 1.640152 0.085691 0.58 -0.41 -0.14
N 2.847968 0.447205 0.672135 -0.85 0.92 0.02
N 3.764839 -0.433289 0.398819 1.05 -0.65 -0.32
C 4.716267 -0.197521 -0.499066 -0.54 0.51 0.02
N 5.577275 -1.230911 -0.780558 0.15 -0.41 -0.22
C 5.509314 -2.415507 0.057383 0.08 -0.17 0.34
H 4.484312 -2.538007 0.402016 0.14 -0.15 -0.04
C 6.458121 -2.269274 1.250850 -0.38 -0.12 -0.08
O 7.783368 -2.022274 0.823162 0.13 -0.08 -0.02
C 7.854560 -0.867440 0.021090 -0.01 0.13 -0.34
C 6.940437 -0.990818 -1.207058 0.31 0.13 0.30
H 7.013132 -0.093984 -1.818795 0.02 -0.05 -0.04
H 7.258167 -1.851119 -1.805427 0.02 0.12 -0.01
H 8.899488 -0.766383 -0.277598 -0.05 0.08 0.00
H 7.554731 0.017640 0.606111 0.05 -0.05 -0.05
H 6.497191 -3.188035 1.836975 -0.07 0.05 0.01
H 6.107481 -1.443405 1.887380 0.03 -0.07 -0.01
H 5.812488 -3.272211 -0.552113 -0.02 0.00 0.06
C 4.749371 1.038230 -1.188119 -0.19 -0.04 0.21
C 3.794217 1.968698 -0.890611 0.01 -0.24 0.09
H 3.798625 2.925144 -1.389522 0.01 0.04 -0.02
H 5.495319 1.249516 -1.938427 0.02 0.02 -0.03
C 1.351539 3.586316 -0.296328 -0.19 -0.06 -0.33
H 1.086432 4.430103 0.349983 0.03 0.00 -0.10
C 0.088585 3.100618 -1.023119 0.12 0.42 -0.17
H 0.341809 2.271204 -1.692921 0.01 0.03 0.01
H -0.365356 3.911681 -1.594203 0.08 -0.14 0.01
H 2.090235 3.927363 -1.018379 -0.01 0.05 0.05
H 0.655536 2.902032 2.158630 -0.04 -0.04 0.00
H 1.350561 1.253303 2.070681 -0.14 0.16 0.05
H -1.105804 1.238060 1.492921 0.03 -0.02 -0.04
H -3.716884 3.674234 1.338631 0.18 0.01 0.02
H -2.389097 2.940975 2.246521 -0.02 -0.02 0.01
H -3.214828 0.811172 3.017319 0.06 0.04 0.09
H -4.255847 -1.330607 2.570633 -0.03 -0.11 0.03
H -4.392888 -3.379263 1.557144 -0.11 0.10 0.00
H -5.971880 -2.750810 2.108664 0.13 0.00 -0.07
H -6.168057 -5.113754 1.350729 -0.02 -0.10 0.06
H -5.547842 -4.661526 -0.245579 0.04 -0.08 -0.07
H -7.106348 -4.039360 0.302008 -0.11 -0.02 -0.02

---

Record 2
66
Properties=species:S:1:pos:R:3:forces:R:3 method="wB97M-V/def2-TZVPD" de_lowest_kcal_mol=62.5 total_charge=+2 orbital_gap_ev="4.426 / 4.786" spin_multiplicity=1
Al -15.225851 0.404734 -3.583605 -2.46 -1.71 0.69
C -15.689937 -2.442694 -4.728147 -0.68 1.05 -0.19
N -15.685254 -1.014638 -5.235370 1.54 1.01 -1.39
C -16.880030 -0.857048 -6.138828 -0.61 -0.14 0.09
C -14.425127 -0.700488 -6.118991 -0.68 -1.74 -0.54
C -13.112805 -0.698157 -5.314189 -1.59 0.12 -0.62
N -13.498512 0.061518 -4.153323 4.21 0.18 2.81
C -12.661840 0.303241 -3.088494 -0.78 -0.50 -2.99
C -13.428572 0.682668 -1.958577 -0.28 0.99 0.90
F -16.283549 -0.526567 -2.645236 0.69 0.63 0.00
C -12.681370 0.998410 -0.818078 -0.99 0.87 1.22
F -13.354065 1.776883 0.070224 1.33 -1.18 -0.57
C -11.354733 0.573871 -0.605674 -1.55 0.60 -0.74
C -10.689023 0.064845 -1.758370 3.46 0.87 2.00
F -9.341213 -0.172809 -1.501402 -3.09 0.09 -1.31
C -11.250135 0.147623 -2.991516 1.10 -2.94 -3.67
F -10.573043 -0.353789 -4.142961 -1.35 1.43 2.76
H -15.320699 -3.184747 -5.463402 -0.07 0.58 0.31
H -15.174111 -2.448031 -3.781647 0.33 -0.48 0.20
H -16.753896 -2.612165 -4.521795 0.43 -0.38 0.13
H -17.004307 -1.746752 -6.791157 0.15 0.27 0.55
H -17.849831 -0.705759 -5.557202 1.54 -0.17 -0.69
H -16.684457 -0.040406 -6.840535 -0.33 -0.01 0.40
H -14.331051 -1.550121 -6.830182 -0.23 0.79 -0.05
H -14.570459 0.262955 -6.663368 -0.01 -0.75 0.52
H -12.879432 -1.727534 -4.968298 0.23 0.55 -0.27
H -12.305457 -0.250422 -5.914273 -0.11 -0.29 0.42
H -10.775254 0.763910 0.287696 -0.17 -0.16 0.18
C -16.879259 2.903353 -6.532817 -0.35 -0.04 -2.76
C -15.955333 3.451020 -5.508170 1.11 0.63 1.02
C -14.463961 3.188962 -5.953748 -0.24 0.69 0.56
C -16.154326 5.023520 -5.398426 -0.37 -0.69 1.20
P -16.179477 2.553041 -3.823605 -1.40 2.39 -0.52
C -15.366599 3.793902 -2.733465 0.52 -0.76 -0.68
C -16.028375 4.719087 -1.976106 -2.15 0.65 0.24
C -15.424521 5.410585 -0.966340 0.19 0.38 0.50
C -14.046890 5.380229 -0.812355 -1.00 1.36 0.87
C -13.338460 4.683404 -1.703771 0.61 -2.59 -1.10
C -13.999493 3.834945 -2.607421 1.45 -1.15 -0.37
C -18.033369 2.502193 -3.273279 -0.65 -1.38 0.66
C -18.049865 2.372306 -1.751479 1.33 1.05 1.33
C -18.878821 3.739590 -3.578389 1.74 0.73 -1.34
C -18.810830 1.216008 -3.783353 0.85 0.49 0.32
H -16.739683 3.472388 -7.519492 -0.20 -0.57 1.37
H -17.932595 2.934391 -6.318920 -0.44 0.31 0.35
H -16.695860 1.871830 -6.841231 0.29 -0.02 0.36
H -13.957228 2.427816 -5.330322 -0.03 0.39 -0.27
H -13.888464 4.145396 -5.924928 -0.27 -0.94 0.07
H -14.475483 2.829233 -6.971652 0.15 -0.08 -0.36
H -16.306183 5.348882 -6.410690 -0.27 0.33 -0.43
H -15.269996 5.547420 -5.028939 0.02 -0.33 0.08
H -16.999395 5.364962 -4.744852 0.57 -0.51 -0.85
H -17.093029 4.909569 -2.104183 0.43 -0.31 0.26
H -16.065036 5.887007 -0.248958 -0.03 0.60 0.06
H -13.550660 5.937132 -0.044074 0.05 0.12 0.44
H -12.312462 4.445652 -1.526862 0.78 0.55 -0.23
H -13.379649 3.116524 -3.177758 -0.25 0.50 0.18
H -17.816110 1.381360 -1.400194 0.10 -0.50 0.04
H -19.053880 2.634365 -1.396465 0.26 -0.14 0.02
H -17.299847 3.068670 -1.241331 -1.38 -1.05 -0.56
H -18.325530 4.657297 -3.255447 -0.96 -0.67 -0.52
H -19.807374 3.674692 -3.028053 -0.23 -0.05 -0.14
H -19.024760 3.762173 -4.674377 -0.38 0.47 0.60
H -19.870907 1.319211 -3.550914 0.03 0.24 0.06
H -18.468524 0.318038 -3.253701 0.09 0.21 -0.24
H -18.732239 1.066731 -4.850547 0.00 0.06 -0.37

---

Record 3
106
Properties=species:S:1:pos:R:3:forces:R:3 method="wB97M-V/def2-TZVPD" de_lowest_kcal_mol=15.6 total_charge=+1 orbital_gap_ev=8.477 spin_multiplicity=1
C -1.940878 3.367940 -2.100865 -1.01 -0.27 -0.39
C -2.072632 2.848161 -3.566987 0.78 1.07 0.07
C -0.682766 2.629621 -4.288659 -1.00 -0.40 0.41
C -0.549745 1.221778 -4.939362 0.50 1.22 -0.84
O 0.429709 0.388279 -4.295793 -0.91 -0.42 0.37
C -0.161101 -0.813421 -3.825454 -0.14 0.64 -0.19
C -1.159504 -0.600076 -2.639759 1.39 -0.80 0.23
C -0.358941 -0.441029 -1.313517 -0.96 -0.18 -0.15
Cl 0.606164 1.077072 -1.216103 -0.26 -0.49 -0.09
C 0.515536 -1.686916 -1.008543 0.13 1.62 0.99
N 0.823390 -2.532394 -2.195223 -0.34 -0.80 0.28
C -0.133469 -3.670200 -2.347440 -0.56 -1.38 -0.20
O 0.671758 -4.802616 -2.675022 0.40 0.86 0.47
O -0.162423 -5.894826 -2.929974 -0.70 -0.27 -0.93
C 1.014429 -1.783751 -3.473959 0.02 0.39 -0.80
I 2.963959 -0.832175 -3.382752 -0.45 -0.39 -0.07
H -1.849817 2.550698 -1.366919 0.20 0.36 -0.23
H -1.123460 4.089087 -1.998562 -0.08 -0.34 0.00
H -2.872263 3.914725 -1.861944 0.37 -0.26 0.08
H -2.581951 3.658917 -4.115761 0.02 -0.44 0.09
H -2.734711 1.972262 -3.645776 0.24 0.20 0.11
H 0.128766 2.859420 -3.572313 -0.31 -0.56 -0.52
H -0.605289 3.385946 -5.083739 0.03 -0.32 0.19
H -0.197213 1.385942 -5.975057 0.00 -0.31 0.38
H -1.526299 0.714464 -5.044333 0.35 0.18 0.31
H -0.695970 -1.225838 -4.703715 0.05 -0.27 0.55
H -1.741829 -1.538162 -2.539362 0.04 0.44 0.04
H -1.878832 0.209929 -2.805589 0.42 -0.08 -0.03
H -1.099215 -0.370481 -0.502356 0.39 0.15 -0.21
H 0.023299 -2.260327 -0.210640 0.23 -0.25 -0.59
H 1.466110 -1.325392 -0.583536 -0.25 -0.31 -0.29
H 1.735409 -2.987352 -1.984436 -0.14 0.04 -0.02
H -0.643121 -3.907687 -1.399896 0.13 0.55 -0.20
H -0.870819 -3.501336 -3.146169 0.28 0.18 0.22
H -0.538236 -6.224780 -2.088089 0.45 0.31 0.36
H 1.051706 -2.547823 -4.265008 0.36 0.25 0.42
C -6.548269 2.266124 -4.912156 0.08 0.06 -0.11
Br -5.865392 1.083152 -3.539755 -0.04 0.13 -0.11
Br -5.859301 4.062373 -4.721972 -0.05 -0.27 -0.01
Br -6.231912 1.559271 -6.683701 0.00 0.10 0.26
H -7.620407 2.321694 -4.776717 0.06 -0.03 0.01
C 0.760252 1.145537 3.197101 0.11 0.34 -0.27
Br 2.568884 0.732568 3.743572 -0.21 -0.07 -0.12
Br 0.675104 2.794409 2.191295 0.02 -0.30 0.13
Br -0.056319 -0.331118 2.246899 0.10 0.08 0.20
H 0.184214 1.295687 4.099670 -0.02 -0.09 -0.04
C 1.055191 -1.506269 6.731420 0.13 0.00 0.01
Br 2.613051 -0.799469 7.629925 -0.26 -0.07 -0.12
Br 0.252733 -2.960541 7.722929 0.07 0.21 -0.10
Br -0.230224 -0.114434 6.341809 -0.01 -0.24 0.18
H 1.387607 -1.908227 5.782608 -0.04 0.03 0.05
C -1.434941 -9.163385 -1.283695 0.02 -0.46 -0.13
Br -2.884509 -10.379072 -0.904205 0.27 0.30 0.06
Br -1.662163 -7.470705 -0.361661 -0.03 -0.06 0.07
Br 0.287287 -9.955893 -0.906132 -0.25 0.16 -0.02
H -1.462673 -8.954083 -2.346283 0.01 0.01 0.06
C -3.289572 -13.772272 -3.214001 0.08 0.00 0.12
Br -1.486518 -13.781977 -2.514236 -0.26 0.01 -0.08
Br -4.596136 -14.104144 -1.827437 0.18 0.12 -0.17
Br -3.677874 -12.142829 -4.184766 0.03 -0.18 0.05
H -3.361751 -14.586845 -3.922451 0.00 0.06 0.03
C 1.864297 -11.027236 -4.510108 0.01 -0.01 -0.04
Br -0.053964 -10.990616 -4.753058 0.18 0.00 0.00
Br 2.407703 -12.486044 -3.362015 -0.10 0.16 -0.15
Br 2.800575 -11.055490 -6.201310 -0.15 -0.03 0.24
H 2.139276 -10.108545 -4.008715 -0.02 -0.06 -0.01
C 2.192293 3.675212 6.123166 0.02 0.04 0.13
Br 3.982864 3.685326 6.851346 -0.27 0.00 -0.11
Br 0.860648 3.403648 7.498728 0.19 0.12 -0.18
Br 1.831896 5.256823 5.070278 0.02 -0.15 0.15
H 2.130152 2.830425 5.450093 0.03 0.05 0.04
C -0.285549 8.330411 3.216846 -0.09 0.11 -0.05
Br -1.456423 6.790621 3.285652 0.11 0.16 -0.03
Br 0.240311 8.744043 1.401796 -0.25 -0.25 0.12
Br -1.063577 9.858405 4.109162 0.07 -0.26 -0.15
H 0.615165 8.070293 3.757258 -0.03 0.04 -0.03
C -2.152943 -5.446117 5.706652 -0.07 -0.14 0.09
Br -1.684912 -7.297437 5.402559 -0.09 0.26 0.01
Br -2.470692 -4.507875 4.044235 0.01 -0.03 0.13
Br -3.646138 -5.270864 6.920666 0.22 -0.02 -0.22
H -1.301315 -4.974029 6.177366 -0.03 0.01 -0.04
C 3.693581 10.414394 4.078757 -0.08 0.19 -0.06
Br 2.388411 11.142482 2.851757 0.34 0.02 0.31
Br 3.904364 11.520681 5.650855 -0.05 -0.16 -0.14
Br 3.286074 8.581271 4.546700 0.07 0.16 0.02
H 4.645056 10.407350 3.563538 -0.05 -0.04 0.04
C 1.528546 5.905836 -3.603204 0.03 0.12 0.03
Br 2.465855 7.533273 -3.148921 -0.16 -0.24 -0.03
Br 1.742879 4.558147 -2.225783 0.10 0.30 -0.06
Br -0.330745 6.251187 -4.011818 0.24 0.00 0.11
H 1.985943 5.515482 -4.502978 -0.04 0.00 0.06
C -4.327426 0.616370 2.262789 0.10 0.10 0.20
Br -3.679209 -0.578842 3.636196 -0.06 0.12 -0.19
Br -3.585259 2.392371 2.441102 -0.02 -0.30 -0.07
Br -4.038087 -0.106846 0.488302 0.03 0.05 0.10
H -5.397963 0.701101 2.397064 0.05 -0.02 -0.07
C 5.736726 14.918266 6.574359 0.03 0.08 0.01
Br 4.890099 16.638364 6.323324 0.13 -0.23 0.06
Br 7.662369 15.040489 6.445477 -0.26 -0.01 0.04
Br 5.182753 14.083452 8.229543 0.06 0.09 -0.21
H 5.403146 14.277733 5.767877 0.02 0.03 0.06
C 4.654499 -4.096963 -0.024663 0.25 0.28 0.04
Br 3.454490 -4.543221 -1.478231 0.18 -0.17 0.20
Br 6.337053 -3.406113 -0.674505 -0.33 -0.09 0.08
Br 3.815140 -2.887404 1.231253 0.03 -0.09 -0.20
H 4.865926 -5.017024 0.505165 -0.07 0.02 -0.06

---

Number 1: molar mass 455.56 g mol⁻¹. Number 2: molar mass 484.50 g mol⁻¹. Number 3: molar mass 3902.86 g mol⁻¹.